Below is the ion C4H13NO2P with charge +1 in a non-equilibrium geometry, with properties calculated with ωB97M-V/def2-TZVPD.

Properties
Frontier orbital gap   12.47 eV
Energy above the lowest of the compared OMol25 structures with the same formula, charge and spin   15.4 kcal/mol

ORCA input file:
```
! wB97M-V def2-TZVPD RIJCOSX def2/J DEFGRID3
* xyz 1 1
C 0.453 -3.289 -0.736
O 0.030 -2.177 -1.541
P 0.665 -0.748 -1.573
O -0.106 0.139 -2.386
C 0.475 0.040 0.272
N -0.686 0.804 0.129
C -1.784 0.743 1.180
C -0.379 2.257 -0.109
H -0.085 -3.388 0.184
H 1.618 -3.384 -0.625
H 0.231 -4.127 -1.444
H 1.958 -0.930 -1.748
H 0.217 -0.637 1.001
H 1.351 0.695 0.650
H -1.028 0.565 -0.847
H -1.675 0.907 2.336
H -2.606 1.394 0.736
H -2.083 -0.322 1.101
H 0.041 2.489 0.926
H 0.458 2.321 -0.795
H -1.245 2.874 -0.397
*
```

Below is the molecule C4H6O, with properties calculated with ωB97M-V/def2-TZVPD.

Properties
Frontier orbital gap   10.66 eV
Energy above the lowest of the compared OMol25 structures with the same formula, charge and spin   8.7 kcal/mol

ORCA input file:
```
! wB97M-V def2-TZVPD RIJCOSX def2/J DEFGRID3
* xyz 0 1
C -1.684 -0.279 -0.040
C -0.481 -0.460 -0.580
C 0.627 0.559 -0.469
C 1.365 0.106 0.782
O 2.360 -0.576 0.779
H -1.954 0.688 0.380
H -2.416 -1.079 0.051
H -0.183 -1.430 -0.971
H 1.327 0.548 -1.309
H 0.200 1.563 -0.349
H 0.840 0.361 1.727
*
```

Below is a structure of composition C12H43FeO10 in a non-equilibrium geometry, with properties calculated with ωB97M-V/def2-TZVPD.

Properties
Frontier orbital gap (spin up / spin down)   8.43 / 7.78 eV
Expectation value of S²   8.7554

ORCA input file:
```
! wB97M-V def2-TZVPD RIJCOSX def2/J DEFGRID3
* xyz 0 6
Fe -2.930 4.209 -1.136
C 0.130 0.875 -0.317
C -0.622 2.041 0.314
O -1.510 2.678 -0.622
H 0.778 1.208 -1.128
H -0.607 0.114 -0.573
H 0.796 0.349 0.368
H 0.161 2.659 0.755
H -1.268 1.662 1.106
C 2.338 -1.748 -1.457
C 3.542 -2.423 -0.707
O 3.311 -2.497 0.738
H 2.324 -1.982 -2.521
H 2.402 -0.664 -1.356
H 1.364 -2.063 -1.081
H 4.503 -1.960 -0.934
H 3.589 -3.419 -1.148
H 3.605 -3.370 1.008
C -3.540 0.946 3.538
C -3.934 1.282 5.010
O -4.923 2.233 5.067
H -4.273 0.422 2.926
H -2.669 0.290 3.536
H -3.339 1.822 2.920
H -3.092 1.625 5.612
H -4.186 0.375 5.561
H -5.712 1.751 4.809
C 3.836 1.044 -3.740
C 2.723 2.115 -3.530
O 3.120 2.992 -2.544
H 4.721 1.527 -4.154
H 3.601 0.292 -4.493
H 4.120 0.521 -2.826
H 1.738 1.693 -3.330
H 2.542 2.598 -4.490
H 3.447 2.499 -1.787
C -1.198 -1.997 -2.171
C -0.836 -3.047 -3.226
O -0.887 -2.445 -4.505
H -0.683 -1.072 -2.433
H -0.973 -2.282 -1.144
H -2.245 -1.692 -2.173
H -1.654 -3.764 -3.155
H 0.139 -3.515 -3.097
H -0.330 -2.929 -5.120
C -0.691 -1.587 2.143
C -0.261 -3.050 1.855
O -1.250 -4.013 2.178
H -1.439 -1.324 1.395
H 0.200 -1.001 1.918
H -0.894 -1.395 3.196
H 0.650 -3.265 2.412
H -0.048 -3.163 0.792
H -1.104 -4.279 3.089
O 1.282 4.390 3.279
H 1.550 3.476 3.189
H 0.422 4.430 2.861
O 2.048 1.763 3.018
H 2.551 1.243 2.391
H 2.383 1.495 3.874
O -3.513 -0.121 -0.140
H -3.570 0.143 -1.058
H -2.950 0.539 0.266
O -0.879 2.003 -3.303
H -0.673 1.871 -2.377
H -1.233 2.892 -3.345
*
```

Below is a structure of composition C18H14ClMnN3O2 in a non-equilibrium geometry, with properties calculated with ωB97M-V/def2-TZVPD.

Properties
Frontier orbital gap (spin up / spin down)   5.86 / 3.87 eV
Energy above the lowest of the compared OMol25 structures with the same formula, charge and spin   15.0 kcal/mol
Expectation value of S²   3.8396

ORCA input file:
```
! wB97M-V def2-TZVPD RIJCOSX def2/J DEFGRID3
* xyz 2 4
Cl -1.617 2.636 -4.187
C -0.872 -1.699 -3.160
C 0.556 -1.894 -3.018
C 1.220 -0.821 -3.739
H 1.072 -2.748 -2.543
C 0.211 -0.053 -4.451
C -1.073 -0.521 -3.984
H -1.999 -0.052 -4.322
H -1.671 -2.367 -2.794
H 2.297 -0.662 -3.864
C 0.483 0.975 -5.498
Mn 0.015 0.033 -2.342
C 1.437 1.069 -1.919
O 2.212 1.518 -1.167
C -1.332 1.277 -1.935
O -2.010 1.926 -1.249
H 1.435 1.485 -5.297
H -0.296 1.786 -5.391
H 0.488 0.587 -6.531
N -0.178 1.655 8.371
C -0.186 1.287 7.254
C -0.164 0.799 5.869
C -1.026 1.332 4.905
C -0.970 0.915 3.575
C -0.078 -0.103 3.220
C 0.742 -0.705 4.181
C 0.721 -0.222 5.494
N -0.022 -0.565 1.885
C 0.512 -1.790 1.477
C 0.438 -1.814 0.120
N -0.104 -0.611 -0.348
C -0.413 0.092 0.757
H -1.732 2.093 5.207
H -1.616 1.361 2.833
H 1.434 -1.513 3.929
H 1.400 -0.623 6.248
H 0.849 -2.526 2.173
H 0.743 -2.602 -0.535
H -0.908 1.066 0.775
*
```

Below is a cluster of 2 separate species, C2H3I3O in total in a non-equilibrium geometry, with properties calculated with ωB97M-V/def2-TZVPD.

Properties
Frontier orbital gap   7.69 eV
Energy above the lowest of the compared OMol25 structures with the same formula, charge and spin   36.1 kcal/mol

ORCA input file:
```
! wB97M-V def2-TZVPD RIJCOSX def2/J DEFGRID3
* xyz 0 1
I 0.708 -2.195 -1.772
C -0.675 -1.485 -0.321
C -0.271 -0.814 0.761
I -1.478 -0.082 2.259
H -1.630 -2.067 -0.386
H 0.620 -0.267 0.639
O 0.941 1.630 -0.592
I -0.042 3.340 -0.123
H 1.827 1.940 -0.465
*
```